{"formula": "C27H25NO7", "method": "wB97M-V/def2-TZVPD", "species": ["O", "O", "O", "O", "O", "O", "O", "N", "C", "C", "C", "C", "C", "C", "C", "C", "C", "C", "C", "C", "C", "C", "C", "C", "C", "C", "C", "C", "C", "C", "C", "C", "C", "C", "C", "H", "H", "H", "H", "H", "H", "H", "H", "H", "H", "H", "H", "H", "H", "H", "H", "H", "H", "H", "H", "H", "H", "H", "H", "H"], "coordinates": [[1.128, 4.609, 2.510], [0.987, -1.201, 2.951], [-1.736, -0.356, -4.361], [0.390, -1.503, 5.096], [-0.611, 1.856, 1.424], [3.941, 0.204, 2.169], [0.819, -1.268, -3.976], [-1.005, -0.395, 1.199], [1.245, 2.388, 5.352], [-0.951, 0.784, 1.870], [-0.693, -1.857, -2.174], [0.463, 0.156, -0.660], [-1.286, -1.341, -5.192], [-1.438, 0.527, 3.292], [-1.453, -2.871, -7.046], [0.109, -1.277, 3.950], [-1.516, -1.481, 2.013], [1.413, 3.493, 3.213], [-1.298, -0.992, 3.449], [2.302, 1.269, 3.516], [0.567, -2.782, -5.773], [-0.563, -0.612, -0.116], [-1.130, -1.625, -0.884], [0.310, -1.067, -2.724], [1.311, 4.580, 1.110], [1.004, 3.485, 4.550], [2.087, 2.386, 2.710], [1.879, 1.266, 4.842], [2.379, -1.254, 3.240], [-2.011, -1.892, -6.239], [0.020, -1.810, -4.953], [0.891, -0.065, -1.951], [-0.164, -3.312, -6.823], [-3.034, 0.146, -4.549], [2.995, 0.112, 2.912], [2.438, 2.352, 1.692], [-0.977, -2.404, 1.795], [2.060, 0.418, 5.482], [0.274, -4.068, -7.456], [-2.482, 0.837, 3.368], [-2.008, -1.413, 4.160], [0.918, 0.932, -0.068], [-3.790, -0.636, -4.423], [-0.857, 1.104, 4.011], [-2.587, -1.636, 1.827], [0.494, 4.355, 4.933], [2.529, -1.510, 4.295], [-3.148, 0.609, -5.535], [-1.921, -2.239, -0.481], [0.918, 5.527, 0.744], [0.750, 3.753, 0.668], [-2.036, -3.280, -7.857], [2.827, -2.018, 2.599], [2.370, 4.503, 0.844], [1.683, 0.528, -2.379], [0.927, 2.398, 6.383], [-1.131, -2.654, -2.757], [1.576, -3.108, -5.575], [-3.015, -1.553, -6.441], [-3.166, 0.903, -3.777]], "relative_energy_kcal_mol": 3.54, "homo_energy_ev": -7.99, "orbital_gap_ev": 8.48, "e_lumo_ev": 0.49, "smiles": "COc1cccc(C(=O)COC(=O)[C@H]2CC(=O)N(c3ccc(Oc4ccccc4OC)cc3)C2)c1"}